The following is a DFT calculation (ωB97M-V/def2-TZVPD) of 2 unconnected molecules or ions with the total composition C5H9NO.

The SMILES is [H]/N=C/C.C=CC=O. As for the LUMO energy: 0.265 eV. As for the frontier orbital gap: 10.2 eV. As for the charge: 0. For the energy relative to the best compared isomer or geometry (same formula, charge and spin), the calculation gives 2.256 eV.

Each line ends with the Löwdin charge.
Geometry (Å):
1 H 1.47945 0.02942 2.54162  0.05
2 N 0.55183 0.20036 2.14926  0.07
3 C 0.59188 1.20359 1.37055  -0.32
4 C -0.63248 1.69475 0.66121  -0.10
5 H 1.51271 1.76698 1.17221  0.11
6 H -1.46385 1.00384 0.82196  0.07
7 H -0.90847 2.68709 1.03786  0.08
8 H -0.43715 1.79993 -0.41248  0.07
9 C -1.09925 -1.96533 -1.05970  0.04
10 C 0.05704 -1.43429 -0.66755  -0.15
11 C 0.83031 -0.57767 -1.58909  -0.30
12 O 1.86611 -0.02169 -1.29539  0.03
13 H -1.47891 -1.79396 -2.06604  0.07
14 H -1.70497 -2.57924 -0.39942  0.07
15 H 0.45055 -1.55959 0.33720  0.09
16 H 0.38521 -0.45420 -2.60220  0.12


The following is a DFT calculation (ωB97M-V/def2-TZVPD) of a molecular structure, CuH11O6 at a distorted geometry.

Its multiplicity is 2. As for the LUMO energy (alpha / beta): -3.585 / -4.512 eV. As for the frontier orbital gap (alpha / beta): 9.4 / 8.1 eV. As for the charge: +1.

Each line ends with the Mulliken spin population.
Geometry (Å):
1 Cu 0.07931 -0.11843 -0.15234  0.65
2 O 0.53638 0.20532 -2.14816  0.33
3 H 0.44829 0.98215 -2.72743  -0.01
4 O -0.59749 -0.18708 1.96415  0.01
5 H -1.56868 -0.41999 1.84754  0.00
6 H -0.37366 0.25419 2.77595  0.00
7 O 1.88828 -1.04070 0.33485  0.00
8 H 2.29704 -0.77522 1.15782  0.00
9 H 2.59366 -1.33918 -0.20327  0.00
10 O -0.53018 -2.07164 -0.58115  0.00
11 H -1.20780 -1.99635 -1.26397  0.00
12 H -0.71700 -2.97796 -0.17987  0.00
13 O -1.88761 0.72178 -0.40908  0.01
14 H -2.09842 1.21907 -1.27661  0.00
15 H -2.20604 1.30250 0.28591  0.00
16 O 0.99856 1.69719 0.18018  0.01
17 H 0.74027 2.36902 0.77313  0.00
18 H 1.60511 2.17534 -0.37766  0.00


The following is a DFT calculation (ωB97M-V/def2-TZVPD) of a single C3H3NO2 molecule.

As for the LUMO energy: 0.307 eV. As for the frontier orbital gap: 10.0 eV. As for the charge: 0. For the energy relative to the best compared isomer or geometry (same formula, charge and spin), the calculation gives 4.067 eV.

Each line ends with the Löwdin charge.
Geometry (Å):
1 O 1.94619 0.02024 0.37546  0.03
2 C 0.65258 0.19861 -0.03148  -0.50
3 C -0.12016 1.42975 0.25682  0.08
4 O -1.37819 0.94115 0.19585  -0.04
5 C -1.35733 -0.44701 0.09834  -0.17
6 N -0.20998 -0.96287 -0.00465  0.15
7 H 2.20634 -0.87151 0.10391  0.11
8 H 0.58222 0.63127 -1.09132  0.18
9 H -2.32168 -0.93964 0.09706  0.14


The following is a DFT calculation (ωB97M-V/def2-TZVPD) of a single C3H3N3O molecule.

The SMILES is [H]/N=C1\N=N[C@@H]1C=O. As for the LUMO energy: -0.543 eV. As for the frontier orbital gap: 9.5 eV. As for the charge: 0. For the energy relative to the best compared isomer or geometry (same formula, charge and spin), the calculation gives 3.374 eV.

Each line ends with the Löwdin charge.
Geometry (Å):
1 H -1.11560 -2.07544 1.51630  0.07
2 N -1.25075 -1.15758 1.08687  0.20
3 C -0.35762 -0.92415 0.24811  -0.38
4 N 0.84833 -1.62143 -0.19931  0.09
5 N 1.26424 -0.64220 -0.86981  0.09
6 C 0.06236 0.23679 -0.62973  -0.21
7 C 0.30768 1.59688 -0.00390  -0.21
8 O 0.07385 1.84028 1.15145  0.08
9 H -0.48650 0.34945 -1.56992  0.14
10 H 0.70796 2.36688 -0.69236  0.12


Calculated values (a.u.) of E_tot for the records, taken in order: -325.85466 -2098.24022 -321.22820 -355.51589.